(1)
Here is C27H29AuN8OSeSi as an isolated structure in a non-equilibrium geometry from the Open Molecules 2025 dataset. Energies are from ωB97M-V with the def2-TZVPD basis set.

Element x y z (Å)
1 Au -0.747 0.048 -0.193
2 C -0.409 2.651 -4.289
3 N -0.022 1.251 -4.337
4 C 0.377 0.720 -5.630
5 C -0.104 0.503 -3.223
6 N -0.502 0.974 -2.083
7 N 0.263 -0.830 -3.345
8 C 0.284 -1.832 -2.406
9 N 0.755 -3.013 -2.845
10 N -0.101 -1.673 -1.185
11 H -0.597 3.005 -5.299
12 H 0.383 3.262 -3.850
13 H -1.328 2.785 -3.719
14 H 0.363 1.525 -6.361
15 H -0.323 -0.042 -5.980
16 H 1.395 0.328 -5.617
17 H -0.673 1.969 -2.023
18 H 0.583 -1.101 -4.266
19 H 0.964 -3.191 -3.813
20 H 0.745 -3.809 -2.226
21 H -0.020 -2.487 -0.590
22 O -0.697 -1.085 1.689
23 Si 0.496 -1.575 2.590
24 C 0.615 -2.788 4.153
25 C -0.530 -3.394 4.614
26 C -0.438 -4.223 5.729
27 C 0.785 -4.426 6.341
28 C 1.928 -3.816 5.855
29 C 1.846 -2.987 4.744
30 C 1.473 -2.818 1.505
31 C 0.880 -4.063 1.306
32 C 1.440 -4.981 0.437
33 C 2.611 -4.668 -0.235
34 C 3.199 -3.428 -0.055
35 C 2.638 -2.508 0.818
36 C 0.897 -0.018 3.635
37 C 1.729 0.974 3.142
38 C 1.819 2.191 3.801
39 C 1.080 2.421 4.947
40 C 0.250 1.430 5.443
41 C 0.164 0.213 4.791
42 H -1.482 -3.237 4.133
43 H -1.332 -4.699 6.103
44 H 0.850 -5.068 7.206
45 H 2.888 -3.971 6.326
46 H 2.739 -2.516 4.363
47 H -0.022 -4.323 1.840
48 H 0.975 -5.944 0.295
49 H 3.076 -5.395 -0.881
50 H 4.110 -3.180 -0.577
51 H 3.119 -1.554 0.973
52 H 2.300 0.805 2.241
53 H 2.475 2.957 3.414
54 H 1.166 3.365 5.462
55 H -0.324 1.600 6.339
56 H -0.487 -0.553 5.186
57 Se -0.020 5.081 -0.524
58 N -0.639 5.268 1.077
59 C -1.128 4.116 1.515
60 C -1.726 3.866 2.763
61 C -2.158 2.586 3.010
62 C -1.995 1.586 2.040
63 N -1.438 1.786 0.861
64 C -1.007 3.030 0.567
65 N -0.449 3.374 -0.587
66 H -1.815 4.668 3.479
67 H -2.625 2.328 3.947
68 H -2.328 0.578 2.230

The HOMO energy (alpha / beta) comes out at -0.4640 / -0.4640 hartree. As for the charge: +2. The calculation puts the relative energy (zero: lowest compared OMol25 entry of this formula, charge and spin) at 16.9 kJ/mol. The value obtained for the orbital gap (alpha / beta) is 4.234 / 4.234 eV. Its calculated total energy is -119339.475 eV.

---

(2)
Here is a 2-piece molecular cluster, C27H29ClN2O6 overall in a non-equilibrium geometry from the Open Molecules 2025 dataset. Energies are from ωB97M-V with the def2-TZVPD basis set.

Element x y z (Å)
1 C 2.027 3.922 -0.220
2 C 1.589 3.401 1.120
3 O 2.327 2.197 1.391
4 C 1.814 1.584 2.476
5 C 2.529 0.361 2.861
6 Cl 1.994 -0.386 4.241
7 C 3.710 -0.233 2.236
8 O 4.189 -1.311 2.580
9 O 4.229 0.490 1.224
10 C 5.510 -0.040 0.820
11 C 5.874 0.587 -0.495
12 O 0.834 2.016 3.069
13 H 1.518 4.874 -0.387
14 H 3.109 4.085 -0.259
15 H 1.733 3.224 -1.013
16 H 1.796 4.137 1.913
17 H 0.511 3.185 1.108
18 H 6.247 0.216 1.598
19 H 5.460 -1.134 0.720
20 H 6.877 0.243 -0.760
21 H 5.177 0.266 -1.277
22 H 5.874 1.680 -0.434
23 C -2.609 3.941 -5.387
24 O -2.933 4.333 -4.024
25 C -3.114 3.331 -3.118
26 C -3.365 3.699 -1.775
27 C -3.563 2.715 -0.817
28 C -3.472 1.361 -1.160
29 N -3.741 0.387 -0.180
30 C -3.026 -0.754 0.090
31 C -1.623 -0.918 -0.295
32 C -0.991 -2.202 0.004
33 C 0.353 -2.323 0.115
34 C 0.997 -3.544 0.555
35 C 2.326 -3.510 1.030
36 C 2.948 -4.649 1.520
37 C 2.256 -5.868 1.549
38 C 0.937 -5.926 1.082
39 C 0.315 -4.785 0.578
40 O -1.000 0.032 -0.810
41 N -3.653 -1.350 1.132
42 C -3.239 -2.523 1.879
43 C -4.832 -0.676 1.419
44 C -4.879 0.408 0.626
45 C -3.212 0.993 -2.479
46 C -3.049 1.961 -3.465
47 H -2.465 4.894 -5.897
48 H -1.685 3.340 -5.425
49 H -3.434 3.377 -5.851
50 H -3.396 4.755 -1.516
51 H -3.763 2.999 0.216
52 H -1.661 -3.052 0.113
53 H 0.993 -1.467 -0.105
54 H 2.847 -2.554 1.038
55 H 3.973 -4.578 1.885
56 H 2.741 -6.765 1.932
57 H 0.384 -6.865 1.111
58 H -0.705 -4.839 0.198
59 H -3.880 -2.583 2.766
60 H -3.385 -3.443 1.297
61 H -2.193 -2.458 2.206
62 H -5.500 -1.045 2.176
63 H -5.620 1.178 0.542
64 H -3.153 -0.053 -2.772
65 H -2.857 1.660 -4.498

The HOMO energy comes out at -0.1878 hartree. The value obtained for the orbital gap is 3.044 eV. Its calculated total energy is -56253.723 eV.

---

(3)
Here is a 3-piece molecular cluster, C27H29F16NO5 overall in a non-equilibrium geometry from the Open Molecules 2025 dataset. Energies are from ωB97M-V with the def2-TZVPD basis set.

Element x y z (Å)
1 C 3.194 -4.987 5.765
2 C 2.708 -6.002 4.695
3 C 2.106 -5.341 3.460
4 O 3.105 -4.758 2.619
5 C 2.801 -4.870 1.238
6 C 1.568 -4.057 0.847
7 C 0.324 -4.518 0.901
8 C -0.849 -3.636 0.539
9 O -1.833 -4.057 -0.039
10 C -0.668 -2.177 0.921
11 C -1.704 -1.392 1.358
12 C -1.404 -0.081 1.716
13 C -0.139 0.431 1.603
14 C 0.923 -0.363 1.155
15 C 2.291 0.283 1.068
16 C 2.309 1.282 -0.126
17 C 3.376 2.390 -0.004
18 N 3.308 3.176 1.245
19 C 0.639 -1.678 0.827
20 C 1.742 -2.622 0.369
21 O 2.667 -2.293 -0.344
22 H 3.943 -5.500 6.383
23 H 2.371 -4.712 6.438
24 H 3.617 -4.075 5.330
25 H 3.474 -6.750 4.460
26 H 1.885 -6.563 5.169
27 H 1.554 -6.094 2.874
28 H 1.403 -4.548 3.762
29 H 2.670 -5.917 0.918
30 H 3.688 -4.476 0.726
31 H 0.162 -5.545 1.234
32 H -2.715 -1.780 1.455
33 H -2.232 0.524 2.087
34 H 0.037 1.470 1.881
35 H 3.095 -0.438 0.885
36 H 2.546 0.771 2.020
37 H 1.306 1.723 -0.243
38 H 2.481 0.697 -1.044
39 H 3.184 3.110 -0.810
40 H 4.400 2.018 -0.140
41 H 3.674 2.633 2.018
42 H 2.336 3.414 1.408
43 C -6.609 -3.460 -0.665
44 C -5.453 -3.831 -1.619
45 C -4.139 -3.067 -1.449
46 F -4.287 -1.743 -1.677
47 F -3.232 -3.517 -2.344
48 F -5.894 -3.745 -2.895
49 F -5.176 -5.147 -1.395
50 O -7.620 -2.582 -1.158
51 C -7.456 -1.210 -1.067
52 C -7.426 -0.545 -2.445
53 F -6.406 -1.010 -3.188
54 F -7.253 0.791 -2.308
55 F -6.378 -0.903 -0.324
56 F -8.530 -0.739 -0.392
57 H -7.143 -4.393 -0.487
58 H -6.247 -3.149 0.315
59 H -3.726 -3.208 -0.452
60 H -8.358 -0.731 -2.983
61 C 0.932 6.821 -3.011
62 C 1.228 8.325 -2.832
63 C 2.182 8.974 -3.838
64 F 3.413 8.435 -3.793
65 F 2.318 10.291 -3.549
66 F 1.655 8.542 -1.569
67 F 0.033 8.970 -2.952
68 O 1.648 5.904 -2.187
69 C 2.892 5.437 -2.581
70 C 3.997 5.832 -1.596
71 F 4.099 7.172 -1.497
72 F 5.189 5.365 -2.033
73 F 3.161 5.814 -3.843
74 F 2.805 4.086 -2.598
75 H -0.104 6.694 -2.699
76 H 0.951 6.521 -4.059
77 H 1.794 8.889 -4.857
78 H 3.795 5.424 -0.602

The HOMO energy comes out at -0.3478 hartree. The value obtained for the orbital gap is 8.506 eV. Its calculated total energy is -83675.689 eV.

---

(4)
Here is C27H30BBrN11ReS2 as an isolated structure in a non-equilibrium geometry from the Open Molecules 2025 dataset. Energies are from ωB97M-V with the def2-TZVPD basis set.

Element x y z (Å)
1 Re -0.531 0.284 0.223
2 N -0.842 4.655 1.992
3 C -0.329 4.103 0.886
4 N -0.117 2.823 1.099
5 C -0.535 2.658 2.390
6 N -0.991 3.744 2.970
7 C -0.437 1.361 3.078
8 C -0.381 1.292 4.468
9 N -0.206 0.155 5.126
10 C -0.079 -0.932 4.358
11 C -0.163 -0.886 2.983
12 N -0.345 0.264 2.313
13 H -1.124 5.606 2.152
14 H -0.115 4.659 -0.021
15 H -0.484 2.208 5.041
16 H 0.089 -1.881 4.857
17 H -0.087 -1.774 2.386
18 C 0.942 2.729 -3.051
19 N 1.187 1.332 -3.410
20 C 2.238 0.893 -4.201
21 C 2.037 -0.421 -4.398
22 N 0.874 -0.793 -3.738
23 B 0.294 -2.256 -3.987
24 N -0.798 -2.622 -2.904
25 C -2.110 -2.921 -3.182
26 C -2.737 -3.189 -2.010
27 N -1.783 -3.072 -1.022
28 C -1.996 -3.313 0.405
29 C -0.620 -2.702 -1.581
30 S 0.923 -2.604 -0.808
31 C 0.366 0.284 -3.131
32 S -1.084 0.442 -2.174
33 H 1.483 3.362 -3.750
34 H 1.281 2.940 -2.037
35 H -0.119 2.938 -3.121
36 H 3.027 1.552 -4.536
37 H 2.623 -1.142 -4.953
38 H 1.216 -3.034 -3.901
39 H -0.260 -2.269 -5.069
40 H -2.496 -2.900 -4.191
41 H -3.760 -3.466 -1.798
42 H -2.973 -3.767 0.539
43 H -1.950 -2.376 0.950
44 H -1.228 -3.988 0.780
45 Br -3.848 4.703 -1.465
46 C -3.758 3.090 -0.511
47 C -4.892 2.491 -0.011
48 C -4.723 1.334 0.734
49 C -3.459 0.821 0.927
50 N -2.352 1.375 0.383
51 C -2.517 2.524 -0.311
52 H -5.872 2.913 -0.188
53 H -5.573 0.831 1.174
54 H -3.303 -0.056 1.540
55 H -1.633 2.980 -0.722
56 C 2.784 1.156 -0.150
57 C 3.089 -0.065 0.682
58 C 4.352 -0.120 1.262
59 C 4.765 -1.209 2.008
60 C 3.884 -2.249 2.208
61 C 2.601 -2.244 1.660
62 C 1.739 -3.443 2.044
63 C 2.190 -1.147 0.863
64 N 0.915 -1.138 0.159
65 H 3.714 1.581 -0.545
66 H 2.287 1.924 0.436
67 H 2.135 0.910 -0.986
68 H 5.035 0.706 1.092
69 H 5.766 -1.248 2.421
70 H 4.185 -3.105 2.808
71 H 2.080 -4.353 1.543
72 H 0.688 -3.331 1.801
73 H 1.825 -3.612 3.122

The HOMO energy (alpha / beta) comes out at -0.3577 / -0.3463 hartree. The expectation value of S² is 1.027. As for the charge: +1. The calculation puts the relative energy (zero: lowest compared OMol25 entry of this formula, charge and spin) at 353.7 kJ/mol. The value obtained for the orbital gap (alpha / beta) is 6.719 / 6.374 eV. As for the spin multiplicity: 2. Its calculated total energy is -139391.397 eV.

---

(5)
Here is C27H30BrClN3O7Sr as an isolated structure from the Open Molecules 2025 dataset. Energies are from ωB97M-V with the def2-TZVPD basis set.

Element x y z (Å)
1 Sr -2.028 -0.147 -1.687
2 O 0.289 -3.855 -5.116
3 C -0.076 -4.655 -4.101
4 C -0.126 -6.031 -4.333
5 C -0.475 -6.903 -3.320
6 C -0.783 -6.421 -2.049
7 C -0.744 -5.059 -1.823
8 C -0.400 -4.159 -2.831
9 C -0.417 -2.706 -2.513
10 O -0.860 -2.284 -1.430
11 N 0.115 -1.938 -3.495
12 N -0.067 -0.616 -3.319
13 C 0.634 0.155 -4.063
14 C 0.609 1.612 -4.029
15 C 1.713 2.300 -4.542
16 C 1.788 3.672 -4.540
17 C 0.716 4.387 -4.014
18 C -0.366 3.703 -3.535
19 N -0.433 2.347 -3.544
20 H 0.310 -2.938 -4.733
21 H 0.117 -6.386 -5.327
22 H -0.508 -7.967 -3.522
23 H -1.054 -7.102 -1.253
24 H -0.992 -4.643 -0.856
25 H 1.370 -0.279 -4.741
26 H 2.525 1.702 -4.930
27 H 2.659 4.178 -4.931
28 H 0.713 5.467 -3.974
29 H -1.247 4.162 -3.114
30 O -4.334 0.412 -2.358
31 Cl -4.245 -0.185 -3.729
32 O -5.534 -0.766 -4.066
33 O -1.522 1.816 -3.103
34 O -3.257 -1.282 -3.539
35 C -1.856 0.866 6.353
36 C -0.500 1.084 5.682
37 C 0.473 0.023 6.216
38 C 0.010 2.477 6.080
39 C -0.591 0.983 4.161
40 C -1.771 0.707 3.490
41 C -1.775 0.639 2.108
42 Br -3.411 0.216 1.212
43 C -0.646 0.848 1.289
44 O -0.716 0.802 0.006
45 C 0.574 1.099 1.997
46 C 0.557 1.163 3.378
47 C 1.864 1.275 1.191
48 C 3.077 1.534 2.088
49 C 2.150 -0.003 0.384
50 C 1.731 2.472 0.236
51 H -1.746 0.952 7.437
52 H -2.256 -0.125 6.133
53 H -2.586 1.611 6.029
54 H 0.546 0.081 7.306
55 H 1.473 0.158 5.802
56 H 0.131 -0.978 5.944
57 H 0.075 2.566 7.168
58 H -0.664 3.250 5.708
59 H 1.001 2.669 5.665
60 H -2.698 0.538 4.019
61 H 1.488 1.360 3.893
62 H 3.259 0.701 2.772
63 H 2.960 2.447 2.676
64 H 3.964 1.650 1.462
65 H 2.296 -0.851 1.057
66 H 3.063 0.124 -0.206
67 H 1.325 -0.235 -0.286
68 H 1.573 3.394 0.803
69 H 0.890 2.329 -0.440
70 H 2.648 2.586 -0.351

The HOMO energy comes out at -0.1735 hartree. As for the charge: -1. The calculation puts the relative energy (zero: lowest compared OMol25 entry of this formula, charge and spin) at 46.1 kJ/mol. The value obtained for the orbital gap is 6.395 eV. Its calculated total energy is -130689.146 eV.

---

(6)
Here is C27H30BrF15NO7PS2Ti as an isolated structure in a non-equilibrium geometry from the Open Molecules 2025 dataset. Energies are from ωB97M-V with the def2-TZVPD basis set.

Element x y z (Å)
1 Ti -0.300 1.298 1.164
2 C -3.290 3.219 0.865
3 C -2.457 2.870 1.887
4 C -2.369 1.410 1.932
5 C -3.291 0.940 0.907
6 C -3.818 2.021 0.269
7 H -3.500 4.224 0.530
8 H -1.968 3.533 2.582
9 H -2.157 0.865 2.848
10 H -3.519 -0.093 0.689
11 H -4.478 1.991 -0.586
12 C 1.756 -4.076 -3.021
13 C 1.548 -3.395 -1.668
14 C 0.860 -4.368 -0.703
15 P 0.683 -1.739 -1.565
16 C -0.504 -1.590 -2.991
17 C 0.016 -1.470 -4.422
18 C -1.603 -2.649 -2.886
19 C 2.027 -0.528 -2.014
20 C 3.114 -0.987 -2.987
21 C 2.675 -0.026 -0.723
22 H 2.362 -4.981 -2.894
23 H 2.265 -3.435 -3.737
24 H 0.804 -4.385 -3.456
25 H 2.534 -3.171 -1.244
26 H -0.166 -4.577 -1.021
27 H 0.816 -3.957 0.306
28 H 1.397 -5.322 -0.662
29 H -0.967 -0.628 -2.740
30 H 0.540 -2.369 -4.750
31 H 0.684 -0.617 -4.535
32 H -0.827 -1.310 -5.104
33 H -1.255 -3.625 -3.235
34 H -2.466 -2.368 -3.496
35 H -1.947 -2.766 -1.855
36 H 1.517 0.330 -2.467
37 H 3.733 -1.774 -2.547
38 H 3.756 -0.131 -3.204
39 H 2.715 -1.355 -3.933
40 H 3.018 -0.846 -0.085
41 H 1.967 0.584 -0.157
42 H 3.516 0.629 -0.951
43 F 2.150 0.608 4.501
44 C 2.389 1.668 3.713
45 F 2.673 1.212 2.497
46 F 3.480 2.286 4.193
47 C 1.140 2.601 3.664
48 O 0.163 2.050 2.924
49 C 1.576 4.004 3.117
50 F 2.445 3.890 2.123
51 F 2.159 4.749 4.084
52 F 0.516 4.679 2.682
53 C 0.585 2.781 5.115
54 F -0.233 3.840 5.185
55 F 1.548 2.954 6.036
56 F -0.125 1.714 5.485
57 Br -4.552 -4.693 4.330
58 C -3.053 -3.691 3.725
59 C -1.878 -3.736 4.458
60 C -0.784 -3.013 4.008
61 C -0.882 -2.246 2.854
62 C -2.066 -2.215 2.133
63 C -3.165 -2.946 2.564
64 C 0.325 -1.474 2.397
65 O 1.445 -1.823 2.670
66 O 0.024 -0.417 1.672
67 H -1.821 -4.325 5.363
68 H 0.153 -3.029 4.548
69 H -2.117 -1.631 1.225
70 H -4.091 -2.930 2.007
71 F 3.610 4.311 -2.853
72 C 3.164 3.037 -2.452
73 F 4.194 2.219 -3.067
74 F 3.664 3.029 -1.105
75 S 0.063 2.432 -1.199
76 O 0.485 2.832 0.274
77 O -0.617 1.041 -0.704
78 N -1.186 3.358 -1.482
79 S -1.508 3.878 -2.937
80 O -2.509 4.901 -2.835
81 O -0.395 4.064 -3.815
82 C -2.421 2.440 -3.701
83 F -3.347 2.883 -4.564
84 F -1.580 1.648 -4.377
85 F -3.041 1.684 -2.793

The HOMO energy comes out at -0.0593 hartree. As for the charge: -2. The calculation puts the relative energy (zero: lowest compared OMol25 entry of this formula, charge and spin) at 236.0 kJ/mol. The value obtained for the orbital gap is 4.885 eV. Its calculated total energy is -209192.534 eV.